Entry from OMol25: a structure of composition C27H45AsCl2N8O4SSi3Sn (ωB97M-V/def2-TZVPD).

Last column: Mulliken charge in e.
Atoms and positions in Å:
1 Sn 2.09 0.03 -0.52  0.82
2 N 5.89 -1.58 -2.09  -0.55
3 C 5.18 -1.39 -0.93  0.12
4 S 5.38 0.04 -0.04  -0.42
5 N 4.45 -2.45 -0.57  -1.10
6 N 3.48 -2.14 0.31  1.01
7 C 3.02 -3.06 1.09  -0.39
8 C 3.59 -4.43 1.13  -0.27
9 C 4.13 -4.95 2.31  -0.02
10 C 4.67 -6.23 2.35  -0.67
11 C 4.69 -7.01 1.20  -0.36
12 C 4.16 -6.50 0.02  -0.63
13 C 3.62 -5.22 -0.02  -0.19
14 C 1.88 -2.71 1.97  0.68
15 C 1.22 -3.67 2.74  -0.68
16 C 0.17 -3.28 3.55  -0.56
17 C -0.22 -1.95 3.57  -0.67
18 C 0.47 -1.07 2.75  -0.11
19 N 1.49 -1.43 1.99  0.08
20 H 6.16 -0.70 -2.51  0.29
21 H 5.41 -2.20 -2.74  0.28
22 H 4.13 -4.34 3.20  0.46
23 H 5.09 -6.61 3.27  0.35
24 H 5.11 -8.01 1.23  0.36
25 H 4.18 -7.10 -0.88  0.36
26 H 3.23 -4.81 -0.93  0.43
27 H 1.52 -4.71 2.68  0.42
28 H -0.35 -4.02 4.15  0.39
29 H -1.04 -1.61 4.18  0.44
30 H 0.20 -0.02 2.70  0.17
31 O 0.44 1.68 -1.81  0.16
32 C 1.17 2.68 -1.94  -0.45
33 O 2.24 2.90 -1.32  -0.88
34 H 0.84 3.45 -2.67  0.30
35 Cl 0.39 -1.77 -1.10  -0.70
36 C -2.18 1.21 -3.62  -0.59
37 Si -3.11 0.45 -2.19  0.38
38 C -4.91 0.95 -2.45  -1.03
39 C -3.10 -1.41 -2.36  -0.89
40 As -2.07 1.01 -0.13  0.67
41 Si -2.72 3.25 0.17  0.35
42 C -4.42 3.79 -0.46  -1.16
43 C -1.52 4.41 -0.68  -0.69
44 C -2.73 3.68 2.00  -1.16
45 Si -3.59 -0.10 1.27  0.32
46 C -3.31 0.43 3.06  -1.25
47 C -3.12 -1.93 1.13  -1.07
48 C -5.46 -0.01 1.02  -1.27
49 H -2.54 0.78 -4.56  0.45
50 H -1.11 1.03 -3.52  -0.28
51 H -2.31 2.30 -3.66  0.28
52 H -5.22 0.57 -3.43  0.36
53 H -5.07 2.03 -2.45  0.26
54 H -5.58 0.52 -1.70  0.18
55 H -3.27 -1.67 -3.41  0.39
56 H -3.89 -1.87 -1.76  0.23
57 H -2.15 -1.84 -2.06  0.11
58 H -4.45 3.86 -1.55  0.28
59 H -4.63 4.79 -0.05  0.34
60 H -5.22 3.12 -0.14  0.19
61 H -1.49 4.24 -1.75  0.21
62 H -0.50 4.26 -0.30  -0.16
63 H -1.82 5.44 -0.48  0.42
64 H -3.67 3.38 2.48  0.30
65 H -2.62 4.77 2.11  0.42
66 H -1.91 3.20 2.53  0.25
67 H -2.27 0.73 3.24  0.20
68 H -3.54 -0.41 3.73  0.46
69 H -3.94 1.27 3.34  0.38
70 H -2.26 -2.06 0.47  0.20
71 H -3.94 -2.52 0.73  0.36
72 H -2.85 -2.34 2.10  0.40
73 H -5.81 1.01 0.81  0.25
74 H -5.96 -0.36 1.93  0.40
75 H -5.78 -0.64 0.19  0.32
76 Cl 1.74 -1.78 -5.88  -0.29
77 C 1.55 -1.07 -4.23  0.58
78 C 2.72 -0.15 -3.83  0.47
79 O 3.30 0.50 -4.68  -0.68
80 O 2.96 -0.15 -2.57  -0.30
81 H 1.43 -1.88 -3.53  0.15
82 H 0.63 -0.48 -4.26  -0.38
83 N 3.05 6.26 2.05  -0.49
84 C 2.47 5.18 1.41  0.50
85 N 2.77 5.03 0.12  -0.29
86 N 1.69 4.46 2.17  -0.75
87 C 1.11 3.32 1.84  0.38
88 N 0.51 2.34 1.74  -0.20
89 H 3.29 7.05 1.47  0.21
90 H 2.63 6.47 2.94  0.27
91 H 3.55 5.57 -0.21  0.23
92 H 2.55 4.17 -0.46  0.29

Properties
Total charge = -2
E = -6432.31012 hartree

Entry from OMol25: an isolated molecule of C5H11ClSi in a non-equilibrium geometry (ωB97M-V/def2-TZVPD).

Last column: Mulliken charge in e.
Atoms and positions in Å:
1 C 0.03 1.98 0.84  -1.35
2 C -0.37 0.64 0.16  0.47
3 C -1.78 0.72 -0.18  -1.35
4 C 0.49 -0.27 -0.27  0.48
5 C 0.10 -1.55 -0.99  -1.51
6 Si 2.37 -0.43 0.59  0.57
7 Cl 3.83 -0.20 -0.71  -0.25
8 H 1.10 1.97 1.16  0.26
9 H -0.74 2.25 1.55  0.39
10 H 0.19 2.44 -0.19  0.35
11 H -2.12 1.76 -0.21  0.37
12 H -2.22 -0.02 0.51  0.31
13 H -2.09 0.19 -1.08  0.34
14 H -0.51 -2.22 -0.40  0.33
15 H -0.52 -1.40 -1.82  0.45
16 H 0.92 -2.11 -1.37  0.41
17 H 2.38 -1.85 1.02  -0.13
18 H 2.61 0.65 1.61  -0.16

Properties
Energy above the lowest of the compared OMol25 structures with the same formula, charge and spin = 32.1 kcal per mole

Entry from OMol25: the ion C6H10BrN2 with charge +1 in a non-equilibrium geometry (ωB97M-V/def2-TZVPD).

Last column: Mulliken charge in e.
Atoms and positions in Å:
1 C -1.58 -2.13 1.02  -1.02
2 C -1.12 -1.26 0.04  0.34
3 N -0.14 -0.30 0.34  0.09
4 C 0.28 -0.24 1.73  -1.12
5 C 0.30 0.57 -0.57  0.23
6 N 1.04 1.57 -0.33  -0.24
7 C 1.89 2.06 -1.39  0.35
8 C 2.14 1.61 -2.74  -0.69
9 Br 2.86 3.62 -0.79  -0.12
10 H -2.27 -2.94 0.72  0.22
11 H -1.53 -2.19 2.05  0.32
12 H -1.48 -1.49 -0.99  0.24
13 H 0.42 -1.26 2.03  0.40
14 H 1.22 0.24 1.79  0.42
15 H -0.52 0.07 2.46  0.35
16 H -0.02 0.39 -1.59  0.34
17 H 1.47 1.89 0.58  0.31
18 H 2.76 2.36 -3.29  0.23
19 H 2.05 0.65 -3.23  0.35

Properties
Total charge = +1
Energy above the lowest of the compared OMol25 structures with the same formula, charge and spin = 53.4 kcal per mole

Entry from OMol25: a cluster of 2 separate species, C7H8NO3S in total in a non-equilibrium geometry (ωB97M-V/def2-TZVPD).

Last column: Mulliken charge in e.
Atoms and positions in Å:
1 C 2.26 -1.22 -0.84  -0.31
2 C 2.86 -1.02 0.36  -0.51
3 C 1.03 -0.69 -1.07  -0.39
4 C 2.14 -0.22 1.30  -0.35
5 C 0.29 -0.06 -0.11  0.57
6 C -1.35 2.24 0.51  -1.12
7 C -1.08 0.33 -0.35  0.12
8 N 0.87 0.16 1.15  -0.38
9 O -2.12 -1.91 1.02  -0.62
10 O -3.50 -0.35 -0.26  -0.66
11 O -1.58 0.29 -1.59  -0.68
12 S -2.47 -0.49 0.84  0.52
13 H 2.76 -1.61 -1.72  0.34
14 H 3.84 -1.32 0.51  0.46
15 H 0.49 -0.95 -2.06  0.20
16 H 2.49 -0.37 2.31  0.34
17 H -2.37 2.20 0.22  0.37
18 H -0.77 2.82 -0.28  0.28
19 H -1.14 2.28 1.48  0.39
20 H -2.66 -0.12 -1.41  0.43

Properties
Total charge = -1
Energy above the lowest of the compared OMol25 structures with the same formula, charge and spin = 52.8 kcal per mole

Entry from OMol25: a cluster of 2 separate species, C3H3I2N in total in a non-equilibrium geometry (ωB97M-V/def2-TZVPD).

Last column: Mulliken charge in e.
Atoms and positions in Å:
1 C 1.16 -0.28 -0.77  0.51
2 C -0.61 0.76 0.43  -0.84
3 C -0.19 -0.35 -0.36  -0.51
4 N 2.24 -0.35 -1.10  -0.33
5 I -1.27 2.25 -1.21  0.05
6 I 1.01 -2.80 1.87  0.01
7 H -1.55 0.47 1.11  0.33
8 H 0.11 1.41 0.82  0.44
9 H -0.90 -1.10 -0.78  0.33

Properties
Energy above the lowest of the compared OMol25 structures with the same formula, charge and spin = 44.9 kcal per mole